[1]
Formula: C2H3N3O
Source: OMol25
Level of theory: wB97M-V/def2-TZVPD

Geometry as XYZ:
```
9
Properties=species:S:1:pos:R:3:forces:R:3
O -1.1519 1.2239 -1.1518 -0.10 0.00 0.31
C -0.3217 0.4411 -0.4589 0.28 0.04 0.02
N 0.9508 0.4252 -0.6996 -0.11 -0.12 -0.02
C 1.3953 -0.5417 0.1692 0.21 -0.28 0.24
N 0.4913 -1.1496 0.8703 0.44 0.39 0.00
N -0.6937 -0.5034 0.4930 0.20 0.13 0.10
H -2.0815 1.0453 -0.9683 0.10 -0.17 0.16
H 2.4397 -0.7504 0.3466 0.03 -0.12 -0.39
H -1.0282 -0.1904 1.3995 -1.04 0.13 -0.42
```
Positions in Å, forces in eV/Å.

The SMILES is Oc1ncn[nH]1. Its HOMO energy is -9.9 eV. The value obtained for the LUMO energy is 0.44 eV. The calculation puts the energy relative to the best compared isomer or geometry (same formula, charge and spin) at 22.9 kcal/mol.



[2]
Formula: C5H15NO3SSi
Source: OMol25
Level of theory: wB97M-V/def2-TZVPD

Geometry as XYZ:
```
26
Properties=species:S:1:pos:R:3:forces:R:3
C 2.3509 -0.3807 1.4213 -1.35 1.42 -1.93
N 1.4784 -0.5248 0.2777 -3.15 -0.24 -0.25
O -0.0435 -0.5504 0.9547 5.54 -0.17 -0.83
Si -1.4775 -0.3851 0.2071 -3.01 0.64 -0.89
C -1.9796 -1.3861 -1.3894 0.70 1.80 0.44
C -2.0209 1.4254 -0.1812 2.02 -0.32 1.68
C -2.2358 -1.0816 1.8417 1.94 3.90 -0.41
S 1.3311 0.8055 -0.7582 1.65 2.27 1.04
C 3.0539 0.8326 -1.4710 -1.81 -1.22 2.92
O 0.4169 0.4606 -1.8081 0.01 -0.27 0.21
O 1.1159 2.0147 0.0454 0.29 -1.44 -1.25
H 2.2532 -1.2507 1.9237 -0.92 -2.34 2.47
H 3.3428 -0.4238 1.1645 2.56 0.02 -1.54
H 2.2235 0.5514 1.8709 -0.63 1.20 1.54
H -1.0877 -1.8724 -1.7905 -0.35 -0.26 -0.08
H -2.7750 -2.0483 -1.1113 -0.27 -0.72 -0.04
H -2.3810 -0.6592 -2.1555 0.56 -0.72 0.83
H -1.3933 1.7277 -1.0696 -0.73 0.34 1.38
H -3.0379 1.4664 -0.4409 -1.49 -0.21 -0.59
H -1.9665 2.0229 0.8144 0.52 -0.53 -1.99
H -1.9801 -0.4149 2.7084 0.19 -0.61 -0.82
H -3.2392 -0.9641 1.7491 -3.32 -0.59 -0.16
H -1.8153 -2.0049 1.9571 0.47 -2.64 0.54
H 3.6615 1.4226 -0.7672 0.18 -1.26 0.22
H 3.1545 -0.2375 -1.7157 0.96 0.65 0.22
H 3.0510 1.4547 -2.2773 -0.57 1.32 -2.72
```
Positions in Å, forces in eV/Å.

The SMILES is CN(O[Si](C)(C)C)S(C)(=O)=O. Its HOMO energy is -9.5 eV. The value obtained for the LUMO energy is 0.46 eV. The calculation puts the energy relative to the best compared isomer or geometry (same formula, charge and spin) at 97.8 kcal/mol.